Entry 1:
This record from OMol25 describes C6H17NO11S2Tl as an isolated structure. The level of theory is wB97M-V/def2-TZVPD.

Net charge ... -1
LUMO ... 0.7 eV
Highest occupied orbital energy ... -3.537 eV
Gap between HOMO and LUMO ... 4.19 eV

Each line ends with the Löwdin charge.
Positions of all 38 atoms, in Å:
Tl 15.62 13.68 15.82  1.30
S 15.24 15.29 13.54  0.23
O 14.92 15.34 12.12  -0.33
O 14.14 14.67 14.22  -0.43
O 16.40 14.48 13.81  -0.36
O 15.37 16.67 14.11  -0.31
S 13.49 15.52 16.31  0.24
O 12.67 16.13 15.26  -0.30
O 14.86 15.99 16.17  -0.38
O 12.86 15.83 17.58  -0.34
O 13.50 14.09 16.00  -0.43
C 18.87 13.39 13.76  -0.12
O 17.97 12.81 14.62  -0.26
C 18.03 11.42 14.62  -0.21
C 17.51 10.74 15.90  -0.21
N 16.12 11.06 16.06  -0.08
C 15.58 10.49 17.34  -0.17
C 14.13 10.95 17.53  -0.16
O 14.07 12.42 17.59  -0.29
C 12.81 12.77 18.07  -0.12
H 19.88 13.02 13.93  0.09
H 18.86 14.48 13.81  0.10
H 18.53 13.19 12.75  0.11
H 19.08 11.13 14.54  0.12
H 17.54 10.87 13.82  0.13
H 18.06 11.17 16.73  0.13
H 17.63 9.65 15.88  0.13
H 15.66 10.45 15.41  0.13
H 16.26 10.58 18.18  0.12
H 15.67 9.41 17.20  0.11
H 13.60 10.56 18.40  0.11
H 13.59 10.46 16.71  0.12
H 12.39 12.26 18.94  0.10
H 12.24 12.94 17.16  0.11
H 12.88 13.81 18.38  0.06
O 15.42 14.34 17.99  -0.07
H 14.75 14.95 18.30  0.05
H 16.09 14.36 18.68  0.09

=====

Entry 2:
This record from OMol25 describes a 6-piece molecular cluster, C27H47F4N2O10PS5 overall. The level of theory is wB97M-V/def2-TZVPD.

Net charge ... 0
LUMO ... -0.6 eV
Highest occupied orbital energy ... -8.520 eV
Gap between HOMO and LUMO ... 7.92 eV

Each line ends with the Löwdin charge.
Positions of all 96 atoms, in Å:
C 2.76 -0.35 -3.50  -0.06
C 2.40 -1.83 -3.30  -0.23
O 2.28 -2.19 -1.89  -0.09
C 1.05 -1.83 -1.42  -0.22
C 0.91 -0.76 -0.61  -0.13
P 2.24 0.30 0.01  0.48
O 2.35 0.04 1.46  -0.28
O 1.86 1.84 -0.19  -0.10
O 3.68 -0.03 -0.63  -0.12
C -0.40 -0.41 -0.17  0.00
C -1.47 -1.15 -0.51  -0.15
C -2.84 -0.73 -0.01  -0.11
C -2.89 -0.69 1.55  -0.09
C -2.49 0.72 1.97  -0.23
F -3.04 1.79 1.39  0.08
C -1.54 0.86 2.90  -0.32
F -1.54 0.06 3.95  0.16
F -0.56 1.73 2.80  0.14
C -1.33 -2.31 -1.33  -0.13
N -2.43 -3.05 -1.61  0.19
C -2.20 -4.09 -2.36  -0.23
C -3.40 -4.98 -2.67  -0.01
C -0.90 -4.40 -2.87  -0.19
C -0.70 -5.62 -3.78  -0.02
C -0.24 -6.84 -3.01  -0.42
O -0.91 -7.82 -2.83  0.14
F 1.03 -6.78 -2.57  0.11
N 0.18 -3.71 -2.62  0.22
C -0.06 -2.65 -1.80  -0.11
H 2.02 0.30 -3.01  0.07
H 2.79 -0.13 -4.58  0.08
H 3.77 -0.19 -3.12  0.07
H 1.46 -2.01 -3.84  0.11
H 3.18 -2.41 -3.83  0.08
H 2.42 2.31 0.45  0.10
H 4.06 -0.73 -0.10  0.08
H -0.49 0.45 0.48  0.11
H -3.07 0.25 -0.44  0.12
H -3.63 -1.40 -0.37  0.10
H -3.87 -0.98 1.96  0.12
H -2.10 -1.35 1.91  0.12
H -3.34 -5.46 -3.64  0.07
H -3.49 -5.70 -1.84  0.10
H -4.28 -4.35 -2.60  0.08
H 0.14 -5.34 -4.43  0.14
H -1.55 -5.82 -4.43  0.12
C 5.80 -5.48 -3.16  -0.26
S 4.79 -4.07 -2.66  0.82
O 5.31 -2.87 -3.36  -0.53
C 5.40 -4.01 -0.97  -0.25
H 5.61 -5.67 -4.21  0.05
H 6.85 -5.24 -3.01  0.06
H 5.52 -6.35 -2.57  0.05
H 6.48 -3.87 -0.97  0.06
H 5.14 -4.94 -0.46  0.06
H 4.92 -3.17 -0.47  0.04
C 0.39 7.30 3.23  -0.29
S 0.99 5.61 3.38  0.82
O 2.21 5.50 2.54  -0.56
C -0.36 4.85 2.46  -0.27
H 1.10 7.96 3.71  0.04
H 0.29 7.56 2.18  0.06
H -0.57 7.39 3.74  0.03
H -0.41 5.28 1.46  0.06
H -1.30 5.02 2.99  0.05
H -0.17 3.79 2.39  0.02
C 2.42 8.65 7.44  -0.27
S 0.62 8.61 7.35  0.82
O 0.25 7.93 6.08  -0.56
C 0.41 10.38 7.08  -0.27
H 2.77 7.62 7.56  0.05
H 2.82 9.06 6.51  0.06
H 2.73 9.25 8.29  0.05
H 0.94 10.68 6.18  0.06
H 0.78 10.92 7.95  0.05
H -0.66 10.58 6.96  0.05
C -4.30 7.51 3.33  -0.27
S -3.56 9.00 4.02  0.79
O -4.63 9.74 4.74  -0.55
C -3.30 9.83 2.44  -0.27
H -4.58 6.86 4.15  0.05
H -5.19 7.78 2.75  0.06
H -3.58 7.01 2.69  0.04
H -4.26 9.94 1.93  0.06
H -2.61 9.25 1.83  0.05
H -2.87 10.81 2.64  0.05
C -1.52 -11.73 -6.30  -0.28
S -2.61 -10.39 -5.79  0.80
O -2.13 -9.16 -6.46  -0.56
C -2.03 -10.32 -4.09  -0.28
H -1.69 -11.92 -7.36  0.05
H -0.48 -11.45 -6.14  0.06
H -1.76 -12.63 -5.73  0.05
H -0.96 -10.12 -4.07  0.05
H -2.25 -11.26 -3.58  0.06
H -2.56 -9.51 -3.58  0.04

=====

Entry 3:
This record from OMol25 describes C18H41N3O12V as an isolated structure. The level of theory is wB97M-V/def2-TZVPD.

Net charge ... -2
LUMO (alpha / beta) ... 4.0 / 4.0 eV
Multiplicity ... 2
Highest occupied orbital energy (alpha / beta) ... 0.538 / 0.527 eV
Gap between HOMO and LUMO (alpha / beta) ... 3.48 / 3.49 eV

Each line ends with the Löwdin charge.
Positions of all 75 atoms, in Å:
O 0.86 0.57 -0.66  -0.42
V 1.84 0.14 0.59  1.02
C 3.36 -2.10 -0.10  -0.79
O 3.29 -3.24 0.51  -0.08
O 2.26 -1.69 -0.65  -0.16
O 3.66 -1.19 0.80  -0.21
C 0.50 -1.54 2.52  -0.77
O 0.20 -1.39 1.25  -0.16
O 0.81 -2.77 2.82  -0.10
O 1.59 -0.82 2.63  -0.23
C -5.49 0.97 0.40  -0.13
O -4.11 0.95 0.65  -0.17
C -3.70 1.71 1.75  -0.24
C -2.16 1.73 1.85  -0.18
N -1.55 2.09 0.58  -0.06
C -1.82 3.49 0.22  -0.21
C -1.37 3.73 -1.21  -0.23
O 0.03 3.59 -1.23  -0.21
C 0.60 3.33 -2.49  -0.11
H -6.12 0.45 1.13  0.08
H -5.61 0.52 -0.58  0.09
H -5.91 1.98 0.33  0.08
H -4.06 1.27 2.70  0.12
H -4.15 2.70 1.80  0.10
H -1.80 0.72 2.10  0.12
H -1.78 2.35 2.66  0.12
H -1.95 1.53 -0.17  0.12
H -1.38 4.15 0.96  0.12
H -2.90 3.69 0.09  0.11
H -1.66 4.79 -1.37  0.11
H -1.89 3.24 -2.04  0.13
H 0.60 2.26 -2.73  0.09
H 1.63 3.70 -2.49  0.08
H 0.06 3.84 -3.29  0.08
C 2.81 -5.33 -2.12  -0.15
O 1.74 -4.50 -1.85  -0.17
C 1.08 -4.04 -2.99  -0.26
C 0.05 -3.00 -2.60  -0.21
N -0.63 -3.40 -1.34  -0.01
C -1.71 -2.45 -1.09  -0.21
C -2.48 -2.80 0.20  -0.23
O -1.80 -3.76 0.97  -0.17
C -2.67 -4.50 1.78  -0.14
H 3.65 -4.76 -2.52  0.08
H 2.55 -6.09 -2.88  0.07
H 3.13 -5.92 -1.26  0.08
H 0.54 -4.90 -3.45  0.10
H 1.76 -3.73 -3.80  0.11
H -0.69 -2.76 -3.38  0.10
H 0.57 -2.06 -2.39  0.10
H -1.01 -4.32 -1.57  0.11
H -2.33 -2.22 -1.97  0.09
H -1.27 -1.46 -0.94  0.10
H -3.47 -3.23 -0.07  0.09
H -2.68 -1.90 0.79  0.11
H -3.13 -3.81 2.51  0.08
H -2.09 -5.23 2.34  0.09
H -3.52 -4.93 1.23  0.07
C 2.12 4.26 2.26  -0.06
C 2.15 3.13 1.26  -0.39
C 3.57 2.63 1.00  -0.18
O 3.53 1.48 0.18  -0.28
C 4.65 1.33 -0.65  -0.08
N 1.21 2.03 1.63  0.04
H 2.73 5.09 1.89  0.07
H 2.49 4.01 3.25  0.08
H 1.11 4.66 2.37  0.07
H 1.81 3.42 0.26  0.13
H 4.11 2.40 1.92  0.14
H 4.04 3.46 0.46  0.12
H 4.55 0.49 -1.32  0.10
H 5.55 1.19 -0.03  0.10
H 4.81 2.26 -1.21  0.08
H 0.33 2.32 1.20  0.05
H 0.98 2.17 2.61  0.10

=====

Entry 4:
This record from OMol25 describes one molecule with the formula C34H41FN2O2. The level of theory is wB97M-V/def2-TZVPD.

Net charge ... 0
LUMO ... 0.7 eV
Highest occupied orbital energy ... -8.179 eV
Gap between HOMO and LUMO ... 8.85 eV
SMILES string ... CCCCCCCN1C/C=C\[C@H](c2ccc(OC)cc2)N(Cc2ccc(F)cc2)C(=O)[C@H]1Cc1ccccc1

Each line ends with the Löwdin charge.
Positions of all 80 atoms, in Å:
C -6.89 -1.95 -1.97  -0.12
C -7.79 -0.83 -1.46  -0.27
C -7.32 -0.23 -0.13  -0.23
C -6.01 0.55 -0.26  -0.22
C -5.62 1.21 1.06  -0.22
C -4.36 2.08 0.95  -0.19
C -3.11 1.26 0.62  -0.20
N -1.89 1.99 0.96  -0.10
C -1.66 3.12 0.07  -0.16
C -1.59 2.77 -1.40  -0.05
C -0.70 2.01 -2.02  -0.05
C 0.55 1.35 -1.50  -0.21
C 0.45 -0.16 -1.40  -0.19
C -0.67 -0.86 -1.83  -0.04
C -0.71 -2.24 -1.78  0.01
C 0.38 -2.96 -1.29  -0.28
O 0.25 -4.31 -1.29  -0.08
C 1.35 -5.09 -0.88  -0.08
C 1.51 -2.26 -0.86  -0.01
C 1.53 -0.88 -0.91  0.00
N 1.07 1.97 -0.28  0.01
C 2.24 2.83 -0.45  -0.09
C 3.50 2.02 -0.59  -0.22
C 3.99 1.34 0.52  -0.03
C 5.11 0.54 0.41  0.00
C 5.74 0.43 -0.82  -0.28
F 6.84 -0.35 -0.93  0.06
C 5.28 1.10 -1.93  0.00
C 4.15 1.90 -1.81  -0.03
C 0.56 1.85 0.97  -0.41
O 1.11 2.37 1.92  0.06
C -0.76 1.09 1.12  -0.20
C -0.77 0.46 2.53  -0.08
C 0.08 -0.77 2.55  -0.21
C -0.46 -2.00 2.19  -0.03
C 0.32 -3.14 2.18  -0.09
C 1.67 -3.06 2.51  -0.11
C 2.22 -1.84 2.85  -0.08
C 1.43 -0.70 2.87  -0.03
H -5.90 -1.57 -2.21  0.06
H -7.31 -2.40 -2.86  0.07
H -6.78 -2.72 -1.21  0.07
H -8.80 -1.23 -1.31  0.10
H -7.86 -0.04 -2.21  0.10
H -8.09 0.45 0.24  0.11
H -7.20 -1.02 0.60  0.11
H -5.21 -0.13 -0.57  0.10
H -6.12 1.32 -1.03  0.12
H -5.46 0.44 1.82  0.11
H -6.45 1.83 1.40  0.11
H -4.19 2.58 1.91  0.12
H -4.53 2.84 0.19  0.11
H -3.13 0.35 1.22  0.12
H -3.12 0.96 -0.44  0.12
H -0.76 3.63 0.40  0.12
H -2.50 3.81 0.22  0.11
H -2.40 3.17 -1.99  0.10
H -0.84 1.84 -3.08  0.11
H 1.32 1.54 -2.25  0.15
H -1.53 -0.33 -2.21  0.11
H -1.58 -2.79 -2.11  0.12
H 1.62 -4.89 0.16  0.07
H 1.03 -6.13 -0.97  0.10
H 2.22 -4.93 -1.52  0.10
H 2.37 -2.78 -0.47  0.11
H 2.41 -0.36 -0.57  0.10
H 2.08 3.47 -1.32  0.13
H 2.30 3.45 0.45  0.13
H 3.48 1.44 1.46  0.11
H 5.50 0.01 1.26  0.12
H 5.79 1.00 -2.87  0.12
H 3.78 2.43 -2.68  0.11
H -0.79 0.27 0.39  0.13
H -1.79 0.22 2.81  0.11
H -0.38 1.21 3.23  0.12
H -1.50 -2.07 1.93  0.12
H -0.12 -4.09 1.92  0.11
H 2.28 -3.95 2.51  0.10
H 3.27 -1.78 3.11  0.10
H 1.86 0.25 3.15  0.11

=====

Q: Which value of net charge does entry 3 give?
A: -2